60
Properties=species:S:1:pos:R:3:mulliken_charge:R:1 method="wB97M-V/def2-TZVPD" gap_ev=8.65 total_charge=-1 e_homo_ev=-6.1
C 1.073 -0.571 0.955 1.742
N 0.710 0.918 0.942 -0.314
C 0.668 1.368 -0.500 -0.283
O -0.544 1.283 -1.156 -0.381
C 0.466 -1.094 2.293 0.994
C 0.649 -2.577 2.211 -1.546
N -0.966 -0.799 2.187 0.167
C -1.643 -0.384 3.421 -0.454
H 2.256 -0.465 1.067 -0.813
H 0.769 -1.219 0.013 -0.987
H -0.194 1.042 1.384 0.190
H 0.756 2.543 -0.435 0.121
H 1.422 1.068 -1.255 -0.124
H 0.947 -0.643 3.249 0.171
H 0.042 -3.180 2.905 0.438
H 0.704 -3.113 1.144 -0.238
H 1.550 -2.699 2.662 0.608
H -1.611 -1.398 1.658 0.037
H -0.957 0.044 4.155 0.297
H -2.194 0.574 3.049 -0.575
H -2.318 -1.191 3.780 0.293
H -2.580 -1.252 -0.681 0.515
H -3.175 -2.192 0.379 0.328
O -2.386 -2.254 -0.313 -0.735
H -1.658 0.844 -0.647 0.135
H -3.039 2.568 -0.316 0.338
O -3.221 3.344 -0.971 -0.682
H -0.253 3.039 -3.266 0.314
H -0.298 1.760 -2.660 0.340
O -0.463 2.200 -3.504 -0.776
H 0.731 -3.136 -3.556 0.304
H 0.721 -1.705 -4.147 0.331
O 1.324 -2.570 -4.025 -0.659
H -3.003 2.153 3.366 0.360
H -2.079 2.288 2.268 0.414
O -2.713 2.801 2.691 -0.644
H 0.754 -4.015 -0.752 0.368
H 1.227 -2.466 -0.942 0.481
O 1.507 -3.412 -1.227 -0.726
H 3.714 -2.458 1.467 0.256
H 3.829 -1.056 1.316 0.175
O 3.984 -1.758 1.784 -0.542
H -3.815 0.352 0.843 0.393
H -4.432 0.469 2.266 0.264
O -4.204 -0.197 1.593 -0.645
H -2.459 3.297 -1.730 0.339
H -3.162 0.736 -1.349 0.374
O -2.849 0.450 -0.451 -0.581
H 4.041 1.509 -0.537 0.323
H 3.729 1.757 -1.916 0.327
O 4.528 1.636 -1.349 -0.658
H -1.530 -0.805 -1.837 0.022
H -1.035 0.317 -2.798 0.345
O -1.196 -0.636 -2.751 -0.723
H 2.072 1.902 2.144 0.431
H 2.341 1.238 3.486 0.274
O 2.718 1.868 2.852 -0.699
H 3.575 -0.042 -3.775 0.193
H 2.342 -0.438 -3.044 0.266
O 3.113 0.081 -3.064 -0.482

24
Properties=species:S:1:pos:R:3:mulliken_charge:R:1 method="wB97M-V/def2-TZVPD" s2=8.75 gap_ev="7.38 / 7.39" total_charge=-3 spin_multiplicity=6 e_homo_ev="0.3 / 0.3"
Mn 0.056 0.332 0.196 2.235
N -1.614 -1.149 -2.404 0.849
O -0.965 -0.425 -1.701 -0.561
O -1.134 -2.143 -2.916 -0.681
O -2.762 -0.808 -2.634 -0.705
N 2.621 0.626 -1.807 0.743
O 2.752 -0.411 -2.498 -0.651
O 3.472 1.528 -1.887 -0.675
O 1.697 0.831 -1.033 -0.469
B -1.553 -1.982 1.289 0.379
F -1.440 -0.594 1.212 -0.259
F -1.348 -2.378 2.624 -0.413
F -2.842 -2.338 0.887 -0.419
F -0.690 -2.577 0.405 -0.385
B 1.743 -0.532 2.127 0.528
F 3.063 -0.032 2.219 -0.429
F 0.831 0.613 2.145 -0.424
F 1.598 -1.178 0.883 -0.433
F 1.475 -1.418 3.099 -0.360
B -1.000 2.841 -0.061 0.638
F -1.757 1.731 0.118 -0.316
F -1.651 3.876 0.471 -0.384
F 0.114 2.619 0.687 -0.369
F -0.665 2.968 -1.424 -0.437

So what do the calculations give for energy relative to the best compared isomer or geometry (same formula, charge and spin)? Going down the list: 197.5 23.8 kcal/mol.
So what do the calculations give for calculated total energy? Going down the list: -37459.3055 -81238.4523 eV.